# 1
A cluster of 12 separate species, C38H72Cl10O14S5 in total in a non-equilibrium geometry. Source: the OMol25 dataset; level of theory: ωB97M-V/def2-TZVPD.

Each line ends with the Löwdin charge.
Geometry (Å):
C  -1.393  -4.898  -0.823  -0.296
C  -2.395  -5.922  -1.251  -0.208
C  -2.362  -7.038  -0.156  -0.202
S  -1.948  -6.326  1.479  0.760
O  -0.810  -7.056  2.131  -0.364
O  -3.103  -5.908  2.289  -0.339
C  -1.328  -4.765  0.679  -0.210
H  -1.409  -3.897  -1.256  0.083
H  -0.457  -5.383  -1.103  0.094
H  -2.330  -6.276  -2.280  0.110
H  -3.313  -5.337  -1.201  0.116
H  -1.559  -7.738  -0.389  0.098
H  -3.224  -7.704  -0.181  0.104
H  -0.389  -4.421  1.113  0.088
H  -2.070  -4.012  0.943  0.080
C  2.901  -0.440  4.873  -0.220
C  4.320  -0.643  4.365  -0.236
C  5.155  0.512  4.961  -0.177
S  3.957  1.984  5.313  0.722
O  4.470  3.086  4.504  -0.365
O  3.851  2.200  6.766  -0.352
C  2.521  1.039  4.703  -0.222
H  2.848  -0.666  5.938  0.123
H  2.296  -1.138  4.294  0.108
H  4.219  -0.512  3.288  0.066
H  4.850  -1.590  4.466  0.103
H  5.896  0.964  4.302  0.083
H  5.684  0.335  5.898  0.091
H  2.402  1.409  3.685  0.079
H  1.696  1.370  5.334  0.081
C  2.650  5.843  0.721  -0.188
C  1.638  6.331  -0.310  -0.236
C  1.665  5.389  -1.520  -0.209
S  1.944  3.688  -0.802  0.738
O  3.257  3.255  -1.317  -0.400
O  0.684  2.930  -1.029  -0.365
C  2.242  4.333  0.997  -0.132
H  2.585  6.509  1.580  0.119
H  3.645  5.915  0.282  0.115
H  1.730  7.368  -0.633  0.119
H  0.657  6.275  0.160  0.091
H  2.519  5.505  -2.187  0.093
H  0.762  5.364  -2.129  0.088
H  2.982  3.719  1.510  0.076
H  1.253  4.266  1.449  0.086
C  -5.999  -0.155  1.245  -0.172
C  -5.110  -1.431  1.048  -0.238
C  -4.407  -1.701  2.372  -0.213
S  -5.742  -1.438  3.629  0.707
O  -5.181  -0.708  4.742  -0.361
O  -6.438  -2.714  3.866  -0.348
C  -6.853  -0.301  2.595  -0.146
H  -6.610  0.002  0.356  0.105
H  -5.208  0.595  1.209  0.087
H  -4.406  -1.421  0.216  0.082
H  -5.679  -2.289  0.688  0.111
H  -3.654  -0.970  2.666  0.081
H  -3.830  -2.617  2.505  0.101
H  -6.950  0.677  3.066  0.089
H  -7.816  -0.813  2.595  0.088
C  3.523  1.599  -5.469  -0.199
C  2.710  2.857  -5.044  -0.187
C  1.192  2.693  -5.455  -0.172
S  0.874  0.900  -4.997  0.695
O  -0.210  0.295  -5.813  -0.358
O  0.773  0.700  -3.587  -0.341
C  2.642  0.338  -5.409  -0.183
H  4.439  1.472  -4.892  0.104
H  3.911  1.709  -6.481  0.108
H  3.114  3.713  -5.585  0.110
H  2.799  2.983  -3.965  0.088
H  1.047  2.680  -6.536  0.095
H  0.481  3.372  -4.984  0.089
H  2.422  -0.140  -6.364  0.086
H  2.878  -0.498  -4.751  0.078
O  0.528  0.357  2.232  0.079
C  -0.071  0.045  1.217  -0.449
O  -1.404  -0.004  1.148  0.029
C  -1.826  -0.477  -0.118  -0.146
C  -0.650  -0.201  -1.056  -0.152
C  0.571  -0.171  -0.148  -0.114
H  -2.798  -0.053  -0.369  0.109
H  -2.066  -1.536  -0.021  0.105
H  -0.805  0.827  -1.382  0.078
H  -0.408  -0.692  -1.999  0.079
H  1.206  0.705  -0.283  0.054
H  1.217  -1.042  -0.252  0.051
O  -4.932  2.578  -1.232  0.108
C  -4.253  2.548  -2.225  -0.510
O  -3.234  1.683  -2.333  0.014
C  -2.463  2.033  -3.471  -0.181
C  -3.437  2.661  -4.489  -0.106
C  -4.345  3.438  -3.454  -0.040
H  -2.144  1.072  -3.875  0.118
H  -1.623  2.707  -3.304  0.122
H  -3.880  1.880  -5.107  0.117
H  -2.895  3.298  -5.188  0.107
H  -5.393  3.598  -3.704  0.126
H  -3.907  4.389  -3.150  0.120
Cl  3.605  -6.509  2.274  0.540
C  2.612  -5.018  2.333  -0.644
C  2.962  -3.942  1.304  -0.618
Cl  4.556  -3.179  1.686  0.562
H  2.797  -4.640  3.338  0.062
H  1.552  -5.238  2.205  0.052
H  2.307  -3.087  1.473  0.053
H  2.969  -4.240  0.255  0.044
Cl  3.706  0.899  0.525  0.614
C  4.258  0.471  -1.179  -0.570
C  5.080  -0.803  -1.184  -0.706
Cl  5.660  -1.163  -2.801  0.579
H  4.923  1.289  -1.455  0.064
H  3.379  0.315  -1.805  0.064
H  4.607  -1.684  -0.751  0.021
H  5.960  -0.792  -0.542  0.069
Cl  -0.843  -4.063  -4.248  0.515
C  0.807  -4.860  -3.964  -0.556
C  1.836  -3.924  -3.373  -0.592
Cl  1.414  -2.902  -1.935  0.620
H  1.199  -5.205  -4.921  0.076
H  0.628  -5.785  -3.416  0.066
H  2.315  -3.208  -4.040  0.060
H  2.715  -4.491  -3.068  0.074
Cl  -3.255  3.187  1.931  0.549
C  -2.080  3.442  0.560  -0.578
C  -2.428  4.798  -0.187  -0.646
Cl  -2.474  6.241  0.857  0.544
H  -2.171  2.712  -0.245  0.047
H  -1.100  3.467  1.036  0.044
H  -3.379  4.673  -0.705  0.046
H  -1.707  5.067  -0.958  0.045
Cl  -2.046  -1.655  5.964  0.557
C  -1.095  -0.521  4.940  -0.658
C  -1.719  0.871  5.011  -0.674
Cl  -1.210  1.663  6.509  0.578
H  -1.037  -0.874  3.911  0.049
H  -0.072  -0.478  5.315  0.037
H  -2.789  0.773  4.829  0.059
H  -1.333  1.438  4.164  0.050

Calculated values
Frontier orbital gap = 9.410 eV
Total energy = -9137.20915 a.u.
HOMO energy = -9.7 eV



# 2
A cluster of 9 separate species, C31H77O28P5S4 in total in a non-equilibrium geometry. Source: the OMol25 dataset; level of theory: ωB97M-V/def2-TZVPD.

Each line ends with the Löwdin charge.
Geometry (Å):
C  7.084  5.239  6.268  -0.139
O  5.964  5.656  5.525  -0.217
P  5.585  7.245  5.240  0.455
O  6.658  8.148  5.760  -0.253
O  5.344  7.301  3.674  -0.209
C  4.630  6.350  2.910  -0.112
O  4.134  7.499  5.842  -0.227
C  3.134  8.408  5.472  -0.094
H  7.726  6.009  6.696  0.080
H  7.641  4.443  5.774  0.090
H  6.866  4.866  7.269  0.079
H  5.391  5.765  2.393  0.088
H  3.993  6.714  2.104  0.092
H  4.132  5.571  3.488  0.090
H  2.418  8.401  6.294  0.095
H  2.697  8.141  4.509  0.086
H  3.605  9.385  5.367  0.096
C  -9.513  -0.643  -5.036  -0.168
O  -8.592  -1.417  -4.378  -0.215
P  -6.950  -1.261  -4.574  0.485
O  -6.456  0.037  -5.050  -0.231
O  -6.771  -2.566  -5.526  -0.208
C  -5.337  -2.748  -5.809  -0.094
O  -6.371  -1.738  -3.106  -0.236
C  -5.549  -0.811  -2.379  -0.095
H  -9.238  0.347  -5.402  0.085
H  -10.355  -0.507  -4.358  0.089
H  -9.902  -1.117  -5.937  0.087
H  -5.122  -3.760  -5.465  0.088
H  -4.617  -2.085  -5.329  0.079
H  -5.104  -2.738  -6.874  0.087
H  -6.164  -0.007  -1.972  0.090
H  -4.986  -0.367  -3.199  0.065
H  -4.864  -1.280  -1.673  0.092
C  2.941  5.533  -6.793  -0.102
O  3.859  4.589  -6.189  -0.227
P  3.350  3.622  -4.967  0.498
O  3.285  4.238  -3.602  -0.255
O  4.525  2.477  -4.940  -0.237
C  5.150  1.909  -6.126  -0.102
O  1.995  2.907  -5.543  -0.225
C  1.907  1.487  -5.627  -0.114
H  2.581  5.350  -7.805  0.083
H  3.300  6.559  -6.727  0.092
H  1.918  5.439  -6.426  0.077
H  6.108  1.395  -6.049  0.089
H  5.690  2.641  -6.728  0.074
H  4.449  1.502  -6.854  0.084
H  1.700  1.180  -6.652  0.096
H  1.068  1.161  -5.011  0.085
H  2.680  0.978  -5.051  0.085
C  -9.208  0.663  1.321  -0.121
O  -9.077  -0.338  2.318  -0.223
P  -8.760  0.163  3.815  0.454
O  -9.423  1.484  4.068  -0.253
O  -9.444  -1.074  4.606  -0.237
C  -10.093  -1.006  5.902  -0.081
O  -7.160  0.005  4.008  -0.221
C  -6.497  -1.276  4.097  -0.092
H  -10.139  1.210  1.473  0.087
H  -9.250  0.239  0.317  0.085
H  -8.381  1.372  1.297  0.088
H  -11.078  -1.470  5.842  0.082
H  -10.152  -0.068  6.454  0.092
H  -9.629  -1.815  6.465  0.079
H  -5.647  -1.259  3.415  0.088
H  -7.063  -2.178  3.864  0.086
H  -6.156  -1.411  5.123  0.087
C  -2.190  6.414  -1.264  -0.123
O  -3.147  6.774  -0.292  -0.239
P  -3.708  5.578  0.740  0.458
O  -3.339  4.244  0.245  -0.243
O  -2.931  5.868  2.098  -0.240
C  -3.034  5.150  3.352  -0.061
O  -5.256  5.874  1.076  -0.187
C  -5.627  7.121  1.473  -0.167
H  -1.533  7.262  -1.458  0.090
H  -2.753  6.183  -2.168  0.089
H  -1.657  5.518  -0.944  0.080
H  -2.013  4.818  3.541  0.086
H  -3.708  4.307  3.199  0.092
H  -3.237  5.781  4.218  0.086
H  -4.833  7.865  1.529  0.094
H  -5.928  7.066  2.519  0.088
H  -6.566  7.480  1.051  0.097
C  0.643  -0.815  1.862  -0.218
C  0.813  0.223  0.674  -0.158
C  2.385  0.231  0.352  -0.203
S  3.156  -1.274  1.002  0.653
O  3.886  -0.962  2.222  -0.334
O  3.726  -2.146  0.048  -0.315
C  1.556  -2.012  1.614  -0.218
H  -0.396  -1.016  2.124  0.112
H  1.178  -0.324  2.675  0.102
H  0.327  1.192  0.794  0.105
H  0.226  -0.148  -0.166  0.097
H  3.011  1.043  0.721  0.094
H  2.615  0.249  -0.714  0.088
H  1.929  -2.600  2.453  0.099
H  1.110  -2.623  0.829  0.098
C  11.134  -0.208  2.515  -0.170
C  9.680  -0.540  2.026  -0.198
C  9.742  -2.040  1.617  -0.235
S  10.501  -2.956  3.033  0.721
O  11.123  -4.185  2.461  -0.366
O  9.588  -2.917  4.175  -0.342
C  11.703  -1.561  3.228  -0.190
H  11.210  0.666  3.162  0.096
H  11.785  0.164  1.724  0.099
H  9.583  0.040  1.109  0.102
H  8.847  -0.365  2.708  0.112
H  10.431  -2.195  0.787  0.097
H  8.823  -2.549  1.328  0.100
H  12.525  -1.908  2.602  0.084
H  11.886  -1.572  4.302  0.088
C  3.890  -4.766  -5.097  -0.280
C  2.430  -4.373  -5.177  -0.176
C  1.667  -5.780  -5.296  -0.163
S  2.933  -7.114  -4.882  0.678
O  3.523  -7.646  -6.097  -0.337
O  2.506  -8.040  -3.845  -0.336
C  4.145  -5.981  -4.244  -0.234
H  4.575  -3.924  -5.003  0.118
H  4.229  -5.001  -6.106  0.111
H  2.138  -3.916  -6.123  0.105
H  2.174  -3.672  -4.383  0.111
H  1.050  -6.184  -6.099  0.098
H  1.051  -5.936  -4.411  0.078
H  5.085  -6.521  -4.136  0.120
H  3.766  -5.676  -3.268  0.108
C  -2.518  -9.202  2.686  -0.169
C  -3.325  -7.986  3.322  -0.234
C  -4.398  -7.695  2.331  -0.234
S  -3.492  -7.544  0.639  0.755
O  -2.715  -6.288  0.679  -0.359
O  -4.478  -7.928  -0.410  -0.369
C  -2.425  -8.990  1.114  -0.195
H  -2.984  -10.162  2.906  0.104
H  -1.587  -9.271  3.249  0.102
H  -2.811  -7.034  3.451  0.110
H  -3.658  -8.348  4.294  0.111
H  -5.033  -6.815  2.428  0.097
H  -5.088  -8.535  2.262  0.099
H  -1.471  -8.755  0.643  0.092
H  -2.915  -9.800  0.575  0.088

Calculated values
Frontier orbital gap = 9.873 eV
Total energy = -6633.72197 a.u.
HOMO energy = -10.0 eV



# 3
The molecule C18H21N3O2 in a non-equilibrium geometry. Source: the OMol25 dataset; level of theory: ωB97M-V/def2-TZVPD.

Each line ends with the Löwdin charge.
Geometry (Å):
C  -1.744  -0.366  -3.637  -0.031
H  -1.153  -1.231  -3.345  0.063
H  -2.685  -0.701  -4.062  0.084
H  -1.188  0.188  -4.388  0.088
C  -2.001  0.527  -2.427  -0.434
C  -2.779  1.781  -2.826  -0.034
H  -2.229  2.320  -3.594  0.088
H  -2.914  2.445  -1.975  0.071
H  -3.755  1.505  -3.216  0.084
H  -2.569  -0.042  -1.675  0.137
O  -0.722  0.862  -1.907  -0.031
C  -0.582  1.315  -0.636  -0.275
C  0.729  1.618  -0.256  0.009
C  1.012  2.042  1.022  -0.032
C  0.001  2.179  1.971  -0.268
C  -1.301  1.900  1.584  -0.052
C  -1.601  1.475  0.298  -0.023
H  -2.630  1.267  0.049  0.105
H  -2.106  2.009  2.298  0.118
C  0.340  2.510  3.397  -0.134
H  -0.419  3.165  3.831  0.116
H  1.302  3.023  3.433  0.120
C  0.434  1.229  4.256  -0.093
C  1.358  0.237  3.573  -0.486
O  2.539  0.147  3.779  0.093
N  0.685  -0.528  2.644  0.036
N  1.318  -1.253  1.720  0.096
C  0.651  -1.720  0.745  -0.106
C  1.283  -2.476  -0.314  -0.204
C  2.660  -2.710  -0.328  -0.006
C  3.196  -3.422  -1.385  -0.143
N  2.476  -3.895  -2.391  0.053
C  1.173  -3.675  -2.379  -0.153
C  0.526  -2.978  -1.373  -0.029
H  -0.544  -2.826  -1.404  0.102
H  0.624  -4.079  -3.220  0.104
H  4.257  -3.629  -1.438  0.105
H  3.270  -2.332  0.476  0.110
H  -0.432  -1.550  0.657  0.129
H  -0.316  -0.353  2.510  0.139
H  -0.558  0.795  4.390  0.114
H  0.849  1.478  5.233  0.121
H  2.034  2.252  1.299  0.124
H  1.511  1.495  -0.989  0.124

Calculated values
Energy relative to the best compared isomer or geometry (same formula, charge and spin) = 231.98 kJ/mol
Frontier orbital gap = 8.522 eV
Total energy = -1013.23714 a.u.
HOMO energy = -8.4 eV